{"formula": "C3H7NO2S", "method": "wB97M-V/def2-TZVPD", "e_above_lowest_kj_mol": 324.3, "total_energy_ha": -721.72366, "max_force_ev_per_a": 3.59, "orbital_gap_ev": [5.58, 7.20], "spin_multiplicity": 3, "mol_weight_g_mol": 121.16, "symbols": ["C", "C", "C", "N", "O", "O", "S", "H", "H", "H", "H", "H", "H", "H"], "coordinates": [[0.539, 0.514, -0.932], [1.404, 1.581, -0.370], [-0.225, -0.259, 1.337], [-0.046, -0.384, -0.086], [0.450, 0.347, -2.133], [-2.335, -1.900, -0.953], [-0.683, -1.952, -0.920], [1.044, 1.655, 0.648], [1.118, 2.415, -1.073], [2.411, 1.117, -0.579], [0.471, 0.389, 1.801], [-0.118, -1.296, 1.862], [-1.284, -0.024, 1.470], [-2.748, -2.202, -0.072]], "mulliken_spin": [-0.01, -0.01, 0.02, 0.09, 0.07, 0.08, 1.71, 0.00, 0.00, 0.00, 0.00, 0.00, -0.01, 0.05]}



{"formula": "C10H12N2", "method": "wB97M-V/def2-TZVPD", "e_above_lowest_kj_mol": 210.3, "total_energy_ha": -497.68216, "max_force_ev_per_a": 4.72, "orbital_gap_ev": 9.95, "mol_weight_g_mol": 160.22, "symbols": ["C", "C", "C", "C", "C", "C", "C", "C", "C", "C", "H", "H", "H", "H", "H", "H", "H", "H", "H", "H", "H", "H", "N", "N"], "coordinates": [[3.027, -0.163, -0.739], [1.658, -0.054, -0.033], [1.534, -0.935, 1.264], [-0.734, -0.132, -0.537], [-1.418, -1.241, -0.104], [-2.747, -0.976, 0.357], [-3.347, 0.308, 0.180], [-2.558, 1.406, -0.194], [-1.221, 1.234, -0.526], [1.352, 1.265, 0.559], [3.848, 0.175, -0.136], [3.068, -1.184, -1.237], [2.799, 0.723, -1.512], [0.766, -0.462, 2.018], [2.601, -1.054, 1.742], [1.282, -2.064, 0.880], [0.906, 0.140, -1.820], [-0.944, -2.165, 0.034], [-3.531, -1.682, 0.725], [-4.401, 0.393, 0.370], [-3.046, 2.365, -0.251], [-0.702, 2.023, -0.931], [0.634, -0.305, -0.968], [1.170, 2.388, 0.858]], "mulliken_charge": [-1.40, 1.40, -1.36, 0.16, -0.49, -0.55, -0.33, -0.68, -0.40, 0.04, 0.45, 0.34, 0.30, 0.32, 0.38, 0.24, 0.37, 0.53, 0.26, 0.41, 0.35, 0.56, -0.30, -0.60]}



{"formula": "C4H6O2", "method": "wB97M-V/def2-TZVPD", "e_above_lowest_kj_mol": 266.6, "total_energy_ha": -306.40474, "max_force_ev_per_a": 5.05, "orbital_gap_ev": 9.08, "mol_weight_g_mol": 86.09, "symbols": ["C", "C", "C", "C", "O", "O", "H", "H", "H", "H", "H", "H"], "coordinates": [[0.353, -1.183, -0.543], [0.500, 0.901, 0.757], [-0.616, -0.056, -1.394], [0.104, -0.396, 0.660], [0.189, 1.711, 1.808], [-0.151, 0.602, -2.276], [-0.602, 1.382, 2.258], [1.368, 1.275, 0.235], [-1.673, -0.312, -1.258], [-0.024, -2.200, -0.496], [1.344, -1.055, -0.966], [-0.792, -0.671, 1.214]], "mulliken_charge": [-0.64, 0.11, 0.09, -0.42, -0.47, -0.47, 0.30, 0.34, 0.35, 0.30, 0.28, 0.20]}



{"formula": "C15H12Br2Cl2IN2PtS", "method": "wB97M-V/def2-TZVPD", "e_above_lowest_kj_mol": 64.5, "charge": -1, "total_energy_ha": -7571.65767, "max_force_ev_per_a": 1.76, "orbital_gap_ev": 6.08, "mol_weight_g_mol": 805.04, "symbols": ["Pt", "Br", "C", "Br", "H", "H", "I", "C", "H", "H", "S", "C", "N", "C", "C", "C", "C", "C", "C", "H", "H", "H", "H", "H", "Cl", "C", "C", "C", "C", "C", "Cl", "C", "N", "H", "H", "H"], "coordinates": [[-0.399, 1.003, -1.359], [1.367, 1.957, 0.020], [0.708, 1.645, -2.949], [0.333, 0.770, -4.621], [1.736, 1.422, -2.683], [0.540, 2.696, -3.112], [-1.779, 4.065, -2.895], [-1.426, 2.763, -1.230], [-2.423, 2.447, -0.946], [-0.965, 3.375, -0.466], [2.823, -1.054, -1.720], [0.644, -1.185, -1.522], [0.103, -1.701, -0.582], [3.958, -1.607, 0.862], [1.769, -1.432, 3.477], [2.992, -0.971, 3.708], [4.250, -1.594, 3.319], [4.618, -1.922, 2.073], [3.394, -1.409, -0.195], [0.338, -1.072, -2.568], [0.886, -0.912, 3.815], [3.053, -0.069, 4.313], [4.962, -1.781, 4.118], [5.574, -2.431, 1.964], [-5.387, 1.699, -2.225], [-4.231, 0.641, -1.440], [-4.510, 0.274, -0.059], [-3.723, -0.298, 0.868], [-2.379, -0.932, 0.666], [-1.381, -0.206, 0.296], [1.423, -2.922, 2.666], [-3.067, 0.409, -2.055], [-1.959, 0.178, -2.416], [-5.507, 0.553, 0.264], [-4.113, -0.393, 1.874], [-2.222, -2.007, 0.742]], "mulliken_charge": [1.43, -0.46, -0.93, -0.16, 0.42, 0.39, 0.02, -0.99, 0.20, 0.51, -0.35, -0.45, -0.54, 0.45, -0.29, -0.34, -0.26, -0.92, 0.24, 0.74, 0.34, 0.30, 0.31, 0.31, -0.23, -0.10, -0.11, -0.61, -0.40, -0.19, -0.17, 0.36, -0.63, 0.34, 0.33, 0.40]}



{"formula": "C3H6N4O", "method": "wB97M-V/def2-TZVPD", "e_above_lowest_kj_mol": 515.7, "total_energy_ha": -412.01250, "max_force_ev_per_a": 6.85, "orbital_gap_ev": 7.84, "mol_weight_g_mol": 114.11, "symbols": ["C", "C", "C", "H", "H", "H", "H", "H", "H", "N", "N", "N", "N", "O"], "coordinates": [[0.037, 0.570, -0.194], [1.362, -0.085, -0.156], [-0.043, -1.725, -0.125], [-0.108, 2.013, 1.046], [0.448, 2.601, -0.502], [3.245, -0.526, -0.070], [-0.557, -2.662, 0.025], [-2.633, -0.612, 1.084], [-2.365, 0.666, -0.615], [-0.353, 1.919, -0.061], [1.291, -1.485, -0.006], [-0.837, -0.523, -0.179], [-2.137, -0.444, -0.171], [2.650, 0.293, -0.077]], "mulliken_charge": [-0.08, 0.62, -0.18, 0.32, 0.35, 0.40, 0.39, 0.25, 0.34, -0.71, -0.66, 0.52, -1.01, -0.55]}



{"formula": "CH2O2S3", "method": "wB97M-V/def2-TZVPD", "e_above_lowest_kj_mol": 67.5, "total_energy_ha": -1384.29212, "max_force_ev_per_a": 3.50, "orbital_gap_ev": 7.60, "mol_weight_g_mol": 142.23, "symbols": ["C", "O", "O", "S", "S", "S", "H", "H"], "coordinates": [[-1.604, -0.701, -0.070], [1.397, 1.139, -0.704], [2.608, -0.060, 1.027], [-0.326, -1.600, -0.325], [-1.608, 0.982, 0.413], [2.399, 0.144, -0.391], [-2.712, -0.853, -0.213], [-0.155, 0.949, 0.264]], "mulliken_charge": [0.04, -0.41, -0.32, -0.30, -0.16, 0.68, 0.25, 0.22]}